(1)
Formula: C40H40ClOP2Sn
Source: the Open Molecules 2025 dataset
Level of theory: wB97M-V/def2-TZVPD

Geometry (Å):
1 Sn -0.7492 0.8274 -0.0233
2 Cl -0.9229 3.2366 -0.5717
3 P -0.2915 -0.2133 -2.6515
4 P 0.3547 1.2605 2.4149
5 C 0.3330 -1.8883 -3.0232
6 C 0.5403 0.8576 -3.8925
7 C -2.0804 -0.3287 -3.1155
8 C -1.1028 1.1140 3.5498
9 C 1.6888 0.4114 3.3326
10 C 0.8722 3.0222 2.4053
11 C -0.5131 -2.9769 -3.2913
12 C 0.0139 -4.2344 -3.5903
13 C 1.3991 -4.4299 -3.6178
14 C 2.2531 -3.3562 -3.3426
15 C 1.7297 -2.1022 -3.0386
16 H -1.5927 -2.8381 -3.3123
17 H -0.6623 -5.0615 -3.8186
18 H 1.8054 -5.4144 -3.8633
19 H 3.3385 -3.5009 -3.3798
20 H 2.4046 -1.2685 -2.8443
21 C -2.9763 -0.9520 -2.2206
22 C -4.3502 -0.9289 -2.4685
23 C -4.8373 -0.3298 -3.6310
24 C -3.9531 0.2617 -4.5360
25 C -2.5803 0.2885 -4.2717
26 H -2.6000 -1.4186 -1.3035
27 H -5.0386 -1.3694 -1.7441
28 H -5.9080 -0.3125 -3.8244
29 H -4.3290 0.7214 -5.4499
30 H -1.8895 0.7822 -4.9574
31 C 1.0287 0.3610 -5.1143
32 C 1.7507 1.1911 -5.9766
33 C 1.9995 2.5213 -5.6340
34 C 1.5058 3.0340 -4.4275
35 C 0.7796 2.2107 -3.5678
36 H 0.8618 -0.6813 -5.3877
37 H 2.1264 0.7897 -6.9181
38 H 2.5796 3.1572 -6.3056
39 H 1.6999 4.0771 -4.1650
40 H 0.3888 2.6078 -2.6288
41 C 2.9236 1.0285 3.6040
42 C 3.9220 0.3360 4.2916
43 C 3.7083 -0.9798 4.7067
44 C 2.4821 -1.6039 4.4420
45 C 1.4763 -0.9174 3.7606
46 H 3.0930 2.0561 3.2858
47 H 4.8692 0.8318 4.5066
48 H 4.4928 -1.5189 5.2417
49 H 2.3086 -2.6313 4.7667
50 H 0.5159 -1.3984 3.5741
51 C -2.4042 1.0773 3.0209
52 C -3.4990 0.8220 3.8389
53 C -3.3241 0.6824 5.2154
54 C -2.0463 0.7926 5.7660
55 C -0.9354 0.9906 4.9420
56 H -2.5810 1.2365 1.9532
57 H -4.4970 0.7371 3.4055
58 H -4.1833 0.4961 5.8557
59 H -1.9082 0.7232 6.8441
60 H 0.0636 1.0464 5.3806
61 C 0.3233 3.9399 3.3091
62 C 0.6480 5.2951 3.2068
63 C 1.5047 5.7430 2.1981
64 C 2.0587 4.8303 1.2978
65 C 1.7602 3.4744 1.4048
66 H -0.3623 3.5903 4.0843
67 H 0.2160 5.9979 3.9143
68 H 1.7365 6.8048 2.1134
69 H 2.7210 5.1740 0.5011
70 H 2.1844 2.7695 0.6892
71 H -3.3035 0.8963 0.0925
72 H -2.8850 1.4707 -0.2663
73 C 1.1267 -3.9511 0.4707
74 C -0.2394 -4.1334 1.1322
75 C -0.9858 -2.8618 0.7701
76 O 0.0077 -1.8203 0.5293
77 C 1.3223 -2.4366 0.4924
78 H 1.9178 -4.4841 1.0042
79 H 1.0739 -4.3157 -0.5658
80 H -0.1144 -4.2003 2.2200
81 H -0.7658 -5.0181 0.7723
82 H -1.5696 -2.9899 -0.1606
83 H -1.6765 -2.5369 1.5690
84 H 1.8670 -2.1292 1.4015
85 H 1.8801 -2.0432 -0.3757

Results
Net charge   +3
Multiplicity   1
Orbital gap   4.46 eV
Relative energy (zero: lowest compared OMol25 entry of this formula, charge and spin)   1.154 eV
LUMO level   -12.171 eV

***

(2)
Formula: F2KNNa3O4S2
Source: the Open Molecules 2025 dataset
Level of theory: wB97M-V/def2-TZVPD

Geometry (Å):
1 Na -4.2194 -2.2005 -2.3600
2 Na -2.8649 2.8983 -2.4478
3 Na -0.6839 -4.2273 6.7912
4 K 2.9706 5.8137 0.6340
5 N -0.4490 -0.1880 -0.7260
6 S 1.1450 -0.4639 -1.3575
7 O 1.7061 -1.6107 -0.6465
8 O 1.9999 0.6986 -1.6869
9 F 0.6782 -1.1556 -2.8139
10 S -0.0040 -0.0454 0.7304
11 O 0.9907 1.0002 1.0750
12 O 0.1036 -1.2380 1.5667
13 F -1.3727 0.7186 1.2414

Results
Net charge   +3
Multiplicity   1
Orbital gap   6.16 eV
LUMO level   -9.341 eV

***

(3)
Formula: C4H9NO2
Source: the Open Molecules 2025 dataset
Level of theory: wB97M-V/def2-TZVPD

Geometry (Å):
1 C -2.1399 0.1132 -0.1136
2 C -0.7808 -0.2439 -0.6644
3 C 0.1759 -0.9306 0.3046
4 C 1.2099 0.1528 0.0178
5 N 1.8951 0.6366 1.1188
6 O 2.0706 -0.0060 -1.0440
7 O 0.0514 0.9206 -0.7820
8 H -2.0068 0.7469 0.7703
9 H -2.6901 -0.7918 0.1659
10 H -2.7295 0.6708 -0.8473
11 H -0.8940 -0.8090 -1.6062
12 H -0.1872 -0.8738 1.3363
13 H 0.5093 -1.9443 0.0811
14 H 2.6538 1.2845 0.9585
15 H 1.4198 0.7146 2.0058
16 H 1.4426 0.3594 -1.7017

Results
Multiplicity   1
Orbital gap   10.77 eV
Relative energy (zero: lowest compared OMol25 entry of this formula, charge and spin)   1.880 eV
LUMO level   1.000 eV

***

(4)
Formula: C5H3NO
Source: the Open Molecules 2025 dataset
Level of theory: wB97M-V/def2-TZVPD

Geometry (Å):
1 N 3.1775 -0.2431 -0.2605
2 C 2.0287 -0.2464 -0.1013
3 C 0.6193 -0.0908 0.0431
4 C -0.4838 -0.9594 -0.2738
5 C -1.5900 -0.1972 -0.1214
6 O -1.2648 1.0594 0.2930
7 C 0.0736 1.1014 0.4043
8 H -0.4602 -2.0096 -0.5267
9 H -2.6403 -0.4013 -0.2656
10 H 0.5400 1.9871 0.8089

Results
Multiplicity   1
Orbital gap   10.44 eV
Relative energy (zero: lowest compared OMol25 entry of this formula, charge and spin)   0.083 eV
LUMO level   0.786 eV

***

(5)
Formula: C18H45CuN3O6
Source: the Open Molecules 2025 dataset
Level of theory: wB97M-V/def2-TZVPD

Geometry (Å):
1 Cu -29.4676 6.8352 23.4604
2 C -28.8228 6.1916 27.2142
3 O -28.9323 5.8607 25.8609
4 C -28.6565 4.4843 25.6325
5 C -29.5771 3.8897 24.6376
6 N -29.4920 4.4165 23.2552
7 C -28.1311 4.2153 22.6721
8 C -27.9475 5.0679 21.3245
9 O -27.9095 6.4838 21.5370
10 C -26.7147 6.9977 21.0122
11 H -29.0557 7.2520 27.3117
12 H -27.8502 6.0377 27.6817
13 H -29.4875 5.6808 27.9108
14 H -28.8207 3.7712 26.4404
15 H -27.6024 4.3261 25.4043
16 H -30.5339 3.9864 25.1508
17 H -29.3437 2.8257 24.5981
18 H -30.0823 3.8360 22.6766
19 H -27.9968 3.1630 22.4215
20 H -27.2681 4.5360 23.2556
21 H -28.8056 4.7866 20.7141
22 H -27.0653 4.6355 20.8524
23 H -25.8165 6.4252 21.2435
24 H -26.4822 7.8909 21.5920
25 H -26.7205 7.3422 19.9780
26 C -34.9247 8.1588 22.5996
27 O -33.6493 7.5113 22.5773
28 C -33.1930 7.3598 21.1991
29 C -31.7450 6.7384 21.2599
30 N -30.7626 7.7858 21.6230
31 C -30.2423 8.4134 20.3879
32 C -29.3480 9.5721 20.7998
33 O -30.2507 10.6789 21.1212
34 C -29.6159 11.8925 21.3398
35 H -35.5635 7.8407 21.7757
36 H -34.7972 9.2360 22.4928
37 H -35.3867 7.9305 23.5601
38 H -33.2988 8.2221 20.5408
39 H -33.7514 6.5190 20.7874
40 H -31.4214 6.2283 20.3525
41 H -31.7821 5.8805 21.9312
42 H -31.2194 8.4182 22.2646
43 H -31.0093 8.5970 19.6356
44 H -29.5894 7.5943 20.0866
45 H -28.7786 9.8680 19.9187
46 H -28.7019 9.3443 21.6476
47 H -30.3277 12.6367 21.6970
48 H -29.2840 12.2363 20.3602
49 H -28.8586 11.8851 22.1238
50 C -27.7184 9.2822 24.8101
51 O -29.1041 8.9150 24.3941
52 C -30.0196 9.5309 25.2885
53 C -31.5100 9.4727 24.8397
54 N -32.1086 8.1329 24.7594
55 C -32.1309 7.4934 26.0587
56 C -33.4588 6.6908 26.3483
57 O -34.5728 7.5400 26.6165
58 C -35.8002 6.8422 26.7079
59 H -27.3478 9.0290 23.8168
60 H -27.3854 8.7952 25.7266
61 H -27.5038 10.3506 24.7840
62 H -29.7629 10.5824 25.4169
63 H -30.0706 9.0778 26.2786
64 H -31.4162 9.8863 23.8356
65 H -32.1177 10.1670 25.4200
66 H -32.9091 7.9084 24.1859
67 H -32.1690 8.2179 26.8721
68 H -31.2281 6.9145 26.2532
69 H -33.3990 6.1425 27.2885
70 H -33.5722 6.0401 25.4812
71 H -35.9925 6.1396 27.5187
72 H -36.0141 6.5198 25.6888
73 H -36.5533 7.6276 26.7709

Results
Multiplicity   2
Orbital gap (spin up / spin down)   1.52 / 8.31 eV
LUMO level (spin up / spin down)   -0.250 / 0.397 eV
<S²>   0.751

***

(6)
Formula: C3H3FO2Sm
Source: the Open Molecules 2025 dataset
Level of theory: wB97M-V/def2-TZVPD

Geometry (Å):
1 F 3.5475 -0.6058 -0.3616
2 H 2.6133 -0.3500 -0.2115
3 H 3.1792 -5.5205 -1.4538
4 O 3.4801 -6.2642 0.4854
5 O 1.9549 -4.9299 1.1990
6 C 3.4063 -5.1404 -0.4455
7 C 2.3409 -4.3028 0.0979
8 C 2.6196 -6.1185 1.3884
9 H 4.3834 -4.6138 -0.4646
10 Sm 1.9767 -7.7878 3.5380

Results
Net charge   +2
Multiplicity   7
Orbital gap (spin up / spin down)   6.77 / 6.99 eV
Relative energy (zero: lowest compared OMol25 entry of this formula, charge and spin)   2.788 eV
LUMO level (spin up / spin down)   -9.994 / -9.774 eV
<S²>   12.007

***

Which of these has the highest multiplicity? C3H3FO2Sm

***

Copy entry 2 word for word.
Formula: F2KNNa3O4S2
Source: the Open Molecules 2025 dataset
Level of theory: wB97M-V/def2-TZVPD

Geometry (Å):
1 Na -4.2194 -2.2005 -2.3600
2 Na -2.8649 2.8983 -2.4478
3 Na -0.6839 -4.2273 6.7912
4 K 2.9706 5.8137 0.6340
5 N -0.4490 -0.1880 -0.7260
6 S 1.1450 -0.4639 -1.3575
7 O 1.7061 -1.6107 -0.6465
8 O 1.9999 0.6986 -1.6869
9 F 0.6782 -1.1556 -2.8139
10 S -0.0040 -0.0454 0.7304
11 O 0.9907 1.0002 1.0750
12 O 0.1036 -1.2380 1.5667
13 F -1.3727 0.7186 1.2414

Results
Net charge   +3
Multiplicity   1
Orbital gap   6.16 eV
LUMO level   -9.341 eV